DFT (ωB97M-V/def2-TZVPD) results for one molecule with the formula C6H7BrO3 at a distorted geometry.

Geometry as XYZ:
```
17
Properties=species:S:1:pos:R:3:lowdin_charge:R:1
O -0.96205 -2.87227 1.84132 0.013
C -0.74731 -1.57099 2.18511 -0.174
C 0.09391 -0.63914 1.75641 -0.149
O 1.20644 -0.71156 0.95735 -0.096
C 1.97849 0.43471 0.97914 -0.768
Br 3.62302 0.37945 1.90703 0.782
C 1.73858 1.49184 0.22089 -0.144
C 0.98701 1.44787 -1.02203 -0.074
C 0.20830 0.48298 -1.45697 -0.102
O -0.45697 0.80691 -2.71083 -0.039
H -0.65911 -3.15320 0.97356 0.104
H -1.47717 -1.24922 2.97300 0.137
H 0.10202 0.32594 2.26014 0.127
H 2.52591 2.24651 0.35788 0.096
H 1.17169 2.34167 -1.66048 0.134
H -0.12719 -0.37811 -1.02483 0.081
H -0.67580 -0.01468 -3.15369 0.075
```

Properties
Largest force on an atom in eV Å⁻¹: 4.942
Multiplicity: 1
Gap between HOMO and LUMO in eV: 8.90